Record 1
Density functional theory data (ωB97M-V/def2-TZVPD) for an isolated molecule of C12H24N4O3S at a distorted geometry.

The net charge is 0. Its gap between HOMO and LUMO is 9.250 eV. Its HOMO energy is -8.86 eV. As for the SMILES: CNC(=O)[C@H](CS)NC(=O)[C@@H](CCCCN)NC(C)=O. The calculation puts the relative energy (zero: lowest compared OMol25 entry of this formula, charge and spin) at 2.428 eV.

Element x y z (Å)
C1 1.6349 0.1774 -5.5308
N1 0.9344 1.0387 -4.5163
C2 0.9182 0.8003 -3.2250
O1 1.1701 -0.3037 -2.7808
C3 0.6949 2.0081 -2.3162
C4 1.9695 2.7313 -2.1047
S1 3.1042 2.0152 -1.0009
N2 0.2086 1.6113 -0.9596
C5 -1.0806 1.1678 -0.6211
O2 -1.9717 1.3612 -1.3717
C6 -1.2742 0.4554 0.6988
C7 -1.3296 -1.0218 0.7095
C8 -1.7597 -1.7717 2.0200
C9 -2.1015 -3.3227 1.6606
C10 -2.1753 -4.1277 3.0330
N3 -0.9862 -3.9806 3.8757
N4 -0.1850 0.8494 1.7133
C11 0.0792 2.0893 2.2164
C12 1.2798 2.3118 3.0324
O3 -0.5956 3.0954 1.8921
H1 2.4970 0.6522 -5.9704
H2 1.9575 -0.6783 -4.9772
H3 0.8569 -0.0175 -6.3166
H4 0.6963 1.9785 -4.7554
H5 -0.1282 2.6376 -2.8133
H6 2.5680 2.7655 -3.0075
H7 1.7123 3.7603 -1.7478
H8 4.2718 2.1165 -1.6704
H9 0.9537 1.4990 -0.2337
H10 -2.2822 0.7590 1.0750
H11 -2.1466 -1.2571 -0.0710
H12 -0.3314 -1.3370 0.3214
H13 -0.9277 -1.6392 2.7385
H14 -2.6761 -1.3128 2.3715
H15 -2.9298 -3.4109 1.0605
H16 -1.2362 -3.8954 1.3021
H17 -3.0159 -3.7045 3.5707
H18 -2.3141 -5.1994 2.8026
H19 -0.2641 -3.3512 3.5521
H20 -0.6639 -4.7918 4.4145
H21 0.4488 0.2299 2.0818
H22 1.9864 1.4943 2.9065
H23 1.5486 3.3691 2.9150
H24 0.8844 2.1485 4.0261

Cartesian forces (eV/Å) of the 6 atoms listed first:
-2.318 0.944 0.333
0.833 0.757 -2.510
0.442 -1.602 1.854
0.041 -0.268 0.527
-3.149 -0.874 0.846
0.201 2.723 -0.981

=====

Record 2
Density functional theory data (ωB97M-V/def2-TZVPD) for a structure of composition C12H24N7SSm at a distorted geometry.

The net charge is +2. The spin multiplicity is 6. Its gap between HOMO and LUMO (spin up / spin down) is 7.830 / 7.900 eV. Its HOMO energy (spin up / spin down) is -13.59 / -13.58 eV. The expectation value of S² is 8.763. The calculation puts the relative energy (zero: lowest compared OMol25 entry of this formula, charge and spin) at 0.000 eV.

Element x y z (Å)
Sm1 -0.1376 0.7514 0.1220
C1 0.4032 0.6692 -2.8733
C2 1.6586 0.0352 -2.2393
N1 1.9748 0.5448 -0.8890
C3 2.7086 -0.4873 -0.1232
C4 1.8342 -1.6384 0.3495
C5 2.3467 -2.8178 0.8615
C6 1.4525 -3.7488 1.3957
C7 0.0865 -3.4548 1.4532
C8 -0.3557 -2.2496 0.9284
C9 -1.7811 -1.7567 1.1247
N2 -2.1445 -0.4674 0.4795
C10 -2.5895 -0.6581 -0.9100
C11 -1.4683 -0.6996 -1.9858
N3 -0.7899 0.5863 -2.0487
N4 0.5084 -1.4112 0.3374
H1 0.2206 0.2336 -3.8626
H2 0.6185 1.7318 -3.0411
H3 2.5199 0.2222 -2.8926
H4 1.5111 -1.0515 -2.2378
H5 2.5378 1.4247 -0.9452
H6 3.1196 -0.0085 0.7733
H7 3.5545 -0.8676 -0.7085
H8 3.4135 -3.0082 0.8684
H9 1.8241 -4.6822 1.8092
H10 -0.6034 -4.1420 1.9300
H11 -1.8962 -1.6025 2.2054
H12 -2.4902 -2.5467 0.8496
H13 -2.8830 -0.0042 1.0590
H14 -3.2536 0.1818 -1.1540
H15 -3.2164 -1.5535 -1.0020
H16 -1.9361 -0.9007 -2.9572
H17 -0.7825 -1.5274 -1.7957
H18 -1.4804 1.3384 -2.2834
N5 1.1449 2.6007 0.8072
N6 0.1922 3.1515 1.6885
C12 -1.1456 3.2460 1.3536
N7 -1.8959 3.7915 2.3559
S1 -1.8848 2.8087 -0.0722
H19 1.9717 2.4749 1.2680
H20 1.2065 3.2708 -0.0466
H21 0.4065 3.1732 2.6829
H22 -1.4639 4.4290 3.0099
H23 -2.8610 3.9948 2.1198
H24 -0.1551 0.6244 2.2356

Cartesian forces (eV/Å) of the 6 atoms listed first:
-0.282 1.240 3.178
0.701 0.543 -0.659
-0.089 -0.054 -1.100
1.201 -0.223 -0.648
0.653 0.003 0.178
-0.315 -0.195 -0.080

=====

Record 3
Density functional theory data (ωB97M-V/def2-TZVPD) for a cluster of 3 separate species, C12H24O10S3 in total.

The net charge is 0. Its gap between HOMO and LUMO is 10.764 eV. Its HOMO energy is -10.42 eV. As for the SMILES: O=C(O)OCCCS(=O)(=O)O.O=S1(=O)CCCC1.O=S1(=O)CCCC1.

Element x y z (Å)
O1 -0.4134 1.2019 0.7695
C1 -0.3886 0.9905 -0.4112
O2 -1.4879 0.8553 -1.1705
O3 0.7425 0.8182 -1.0939
C2 0.8392 1.3573 -2.4316
C3 1.4866 2.7456 -2.4398
C4 1.0396 3.6097 -1.2573
S1 1.8584 5.1750 -1.2403
O4 1.1928 6.0452 -0.3183
O5 2.1008 5.5970 -2.5834
O6 3.2868 4.7883 -0.6399
H1 -2.2252 0.7160 -0.5534
H2 1.4788 0.6692 -2.9790
H3 -0.1221 1.3383 -2.9425
H4 1.1910 3.2519 -3.3596
H5 2.5717 2.6343 -2.4161
H6 1.2239 3.0941 -0.3131
H7 -0.0309 3.8299 -1.2990
H8 3.1407 4.3753 0.2265
O7 -0.9024 -3.2268 -4.3048
S2 0.2953 -2.6824 -3.7214
O8 0.5931 -1.2749 -3.8443
C5 0.3731 -3.1621 -1.9990
C6 1.1089 -4.4978 -2.0177
C7 2.2714 -4.3235 -3.0055
C8 1.7060 -3.6567 -4.2665
H9 -0.6386 -3.2156 -1.6038
H10 0.9418 -2.3956 -1.4720
H11 1.4584 -4.7703 -1.0235
H12 0.4383 -5.2857 -2.3662
H13 3.0347 -3.6830 -2.5597
H14 2.7427 -5.2747 -3.2471
H15 2.4169 -2.9918 -4.7500
H16 1.3336 -4.3846 -4.9842
O9 -1.2312 -2.0394 4.2872
S3 -2.2145 -1.0622 3.8929
O10 -3.0268 -1.2759 2.7201
C9 -3.2634 -0.7074 5.3017
C10 -2.5548 0.4408 6.0140
C11 -2.0965 1.4005 4.9061
C12 -1.4367 0.5536 3.8106
H17 -3.3651 -1.6093 5.9002
H18 -4.2350 -0.4011 4.9153
H19 -3.2141 0.9303 6.7293
H20 -1.6890 0.0608 6.5601
H21 -2.9634 1.9232 4.4975
H22 -1.4074 2.1548 5.2821
H23 -1.5868 0.9531 2.8123
H24 -0.3732 0.4108 3.9888

Cartesian forces (eV/Å) of the 6 atoms listed first:
0.063 -0.135 0.159
-0.014 -0.166 -0.092
-0.157 -0.245 0.141
0.032 0.429 -0.011
0.282 -0.090 -0.589
-0.265 -0.047 0.397